Here is a molecular structure, C11H9FeNO4S from OMol25. Energies are from ωB97M-V with the def2-TZVPD basis set.

XYZ file:
```
27
Properties=species:S:1:pos:R:3:forces:R:3:lowdin_spin:R:1
Fe -0.38821 -1.08238 -1.18935 -0.9 2.6 1.7 0.8411
C 1.14248 -0.93644 -0.16979 3.7 0.1 2.4 0.0319
O 2.13850 -0.92583 0.42149 -3.1 -0.1 -2.0 0.0213
C 0.27202 -2.48986 -1.95745 2.6 -5.4 -3.0 0.0059
O 0.73141 -3.42083 -2.45838 -1.3 2.5 1.3 -0.0032
C 0.35031 0.12207 -2.42150 1.7 1.7 -3.2 0.0263
O 0.85187 0.77757 -3.22310 -1.5 -1.8 2.5 0.0005
C -1.19400 -2.05175 0.20967 -1.5 -2.7 2.4 0.0247
O -1.63903 -2.73103 1.02382 1.3 2.1 -2.3 0.0004
C -2.43570 -0.44824 -1.86071 -0.4 -1.4 -1.4 0.0818
H -3.21823 -0.56501 -1.07930 0.8 0.1 -0.4 0.0063
H -2.44589 0.52325 -2.40229 0.2 -0.7 0.5 0.0058
C -1.91115 -1.59671 -2.50109 -2.6 0.2 -1.3 -0.0178
H -1.63417 -1.50632 -3.58274 0.1 0.0 1.2 0.0002
H -2.39706 -2.58125 -2.27994 0.8 0.9 0.0 0.0000
S -1.24094 0.92704 -0.07050 0.8 2.0 2.2 1.0303
C 0.00158 1.30762 1.13997 -1.7 -0.8 -0.6 0.4668
N 0.99319 2.20020 0.79400 0.7 1.4 -2.1 0.2840
C 2.02700 2.50712 1.63940 -0.4 0.5 -1.3 0.3636
C 2.05047 1.88703 2.86685 0.5 -0.1 0.8 0.3250
C 1.07036 0.96736 3.25512 -1.1 -1.1 0.7 0.2797
C 0.02882 0.68445 2.38726 0.1 0.0 0.0 0.1811
H 0.93294 2.63278 -0.13798 0.3 -0.1 0.9 0.0103
H 2.74520 3.22778 1.26519 0.0 -0.1 0.2 0.0112
H 2.85546 2.11920 3.53669 0.3 0.1 0.2 0.0082
H 1.08526 0.47656 4.21474 0.2 0.1 0.1 0.0104
H -0.77250 -0.02439 2.57992 0.2 0.1 0.4 0.0041
```
Forces are in eV/Å.

Results
HOMO (spin up / spin down), eV: -13.84 / -18.01
2S+1: 5
Frontier orbital gap (spin up / spin down), hartree: 0.2317 / 0.2298
Net charge: +2